1.
# C23H73FeO28PPd

A structure of composition C23H73FeO28PPd at a distorted geometry (wB97M-V/def2-TZVPD, the OMol25 dataset).

Geometry (Å):
Fe: 15.913 -17.241 -5.108
Pd: 13.416 -17.743 -3.115
O: 13.838 -17.671 -5.275
H: 13.191 -17.018 -5.606
P: 15.415 -15.887 -3.022
O: 15.679 -15.419 -4.433
O: 15.522 -17.409 -3.225
O: 13.882 -15.763 -2.694
O: 16.459 -15.342 -2.021
C: 17.109 -15.803 -7.441
C: 18.189 -16.781 -6.940
O: 18.022 -17.154 -5.553
O: 15.839 -16.458 -7.190
H: 17.341 -15.682 -8.499
H: 17.081 -14.916 -6.808
H: 19.196 -16.390 -7.088
H: 18.294 -17.658 -7.579
H: 18.858 -16.938 -5.132
H: 15.323 -16.499 -7.999
C: 13.298 -14.690 -10.446
C: 14.124 -15.388 -9.356
O: 14.260 -16.678 -9.707
O: 14.003 -14.699 -11.666
H: 13.134 -13.673 -10.090
H: 12.274 -15.045 -10.560
H: 13.690 -15.408 -8.356
H: 15.011 -14.785 -9.167
H: 14.609 -16.778 -10.595
H: 13.488 -14.172 -12.282
C: 13.722 -19.610 -0.874
C: 12.846 -20.311 -1.817
O: 13.092 -19.878 -3.135
O: 13.531 -18.223 -0.924
H: 14.782 -19.719 -1.102
H: 13.447 -19.986 0.112
H: 11.796 -20.139 -1.579
H: 12.993 -21.383 -1.685
H: 12.666 -20.527 -3.700
H: 13.541 -17.880 -0.028
C: 17.122 -17.160 0.582
C: 17.618 -18.029 -0.635
O: 18.181 -17.237 -1.687
O: 15.890 -16.591 0.162
H: 17.872 -16.424 0.875
H: 16.955 -17.838 1.419
H: 16.822 -18.504 -1.209
H: 18.284 -18.816 -0.281
H: 17.405 -16.743 -1.962
H: 16.018 -15.918 -0.511
C: 11.842 -19.718 -7.202
C: 11.956 -19.747 -8.758
O: 10.716 -19.794 -9.457
O: 12.975 -19.882 -6.396
H: 11.183 -20.514 -6.854
H: 11.471 -18.759 -6.839
H: 12.577 -20.595 -9.045
H: 12.433 -18.811 -9.048
H: 10.041 -19.504 -8.839
H: 13.403 -19.044 -6.207
C: 21.118 -16.234 -3.880
C: 20.151 -15.077 -3.690
O: 19.411 -14.792 -4.892
O: 20.311 -17.382 -3.663
H: 21.911 -16.061 -3.151
H: 21.371 -16.421 -4.923
H: 20.614 -14.114 -3.470
H: 19.417 -15.233 -2.899
H: 18.597 -14.306 -4.740
H: 19.883 -17.268 -2.812
C: 10.147 -15.483 -7.356
C: 9.891 -15.045 -8.784
O: 10.031 -16.189 -9.690
O: 11.552 -15.441 -7.133
H: 9.839 -16.527 -7.288
H: 9.526 -14.906 -6.671
H: 10.492 -14.167 -9.022
H: 8.858 -14.702 -8.723
H: 10.947 -16.411 -9.508
H: 11.791 -15.483 -6.204
C: 11.105 -14.198 -3.934
C: 11.667 -12.989 -3.194
O: 12.613 -12.216 -3.876
O: 12.083 -15.020 -4.598
H: 10.274 -13.926 -4.585
H: 10.625 -14.856 -3.210
H: 12.227 -13.565 -2.457
H: 10.874 -12.474 -2.651
H: 13.268 -12.829 -4.219
H: 12.780 -15.247 -3.978
C: 16.597 -20.506 -5.599
C: 16.447 -20.829 -4.107
O: 17.119 -19.871 -3.318
O: 15.985 -19.215 -5.902
H: 16.082 -21.270 -6.181
H: 17.654 -20.398 -5.844
H: 16.909 -21.800 -3.931
H: 15.407 -20.826 -3.782
H: 16.631 -19.047 -3.380
H: 15.993 -19.178 -6.861
C: 16.804 -12.077 -4.063
C: 16.115 -12.176 -5.339
O: 15.061 -13.038 -5.164
O: 17.491 -13.301 -3.799
H: 16.243 -11.864 -3.153
H: 17.589 -11.334 -4.204
H: 16.805 -12.541 -6.099
H: 15.788 -11.189 -5.669
H: 15.330 -13.917 -4.888
H: 16.860 -13.926 -3.435
C: 21.201 -20.147 -6.523
O: 20.203 -20.035 -5.501
H: 22.090 -19.595 -6.216
H: 21.402 -21.171 -6.840
H: 20.805 -19.494 -7.301
H: 20.025 -19.092 -5.487
C: 20.570 -20.754 -2.024
O: 19.162 -20.748 -1.713
H: 20.968 -19.823 -1.620
H: 20.978 -21.650 -1.556
H: 20.827 -20.652 -3.078
H: 18.546 -20.388 -2.354
C: 16.595 -20.126 -9.200
O: 15.981 -19.039 -8.547
H: 17.519 -20.344 -8.666
H: 15.937 -20.988 -9.089
H: 16.832 -20.028 -10.260
H: 15.227 -18.651 -8.997

Calculated values
E_LUMO (spin up / spin down), eV: -0.066 / -1.445
Highest occupied orbital energy (spin up / spin down), eV: -8.711 / -7.988
HOMO-LUMO gap (spin up / spin down), Ha: 0.3177 / 0.2405
Strongest force on any atom, eV/A: 3.9
Spin multiplicity: 7
Total charge: 0

---

2.
# C23H77N25O14

A cluster of 14 separate species, C23H77N25O14 in total at a distorted geometry (wB97M-V/def2-TZVPD, the OMol25 dataset).

Geometry (Å):
C: -0.256 6.651 0.298
C: 0.573 6.564 -0.978
C: 2.063 6.314 -0.694
O: 2.230 5.105 0.103
C: 3.547 4.629 -0.060
N: 0.000 5.483 -1.749
H: 0.283 7.073 1.114
H: -0.796 5.803 0.580
H: -1.102 7.410 0.128
H: 0.641 7.486 -1.546
H: 2.470 7.255 -0.190
H: 2.577 6.191 -1.635
H: 3.711 4.220 -1.062
H: 3.824 3.834 0.665
H: 4.156 5.505 0.014
H: -0.935 5.328 -1.507
H: -0.069 5.497 -2.810
C: -5.689 -1.781 4.584
C: -4.474 -1.365 5.417
C: -3.204 -2.080 4.918
O: -3.151 -3.423 5.429
C: -2.901 -4.465 4.530
N: -4.203 0.079 5.371
H: -5.748 -2.859 4.492
H: -5.653 -1.394 3.578
H: -6.649 -1.532 5.123
H: -4.623 -1.774 6.434
H: -2.311 -1.589 5.258
H: -3.209 -2.081 3.788
H: -3.768 -4.415 3.820
H: -2.986 -5.368 5.098
H: -1.886 -4.407 4.059
H: -4.989 0.657 5.735
H: -3.934 0.356 4.467
C: 2.275 -0.369 -0.123
C: 1.133 -0.998 -0.990
C: -0.205 -0.374 -0.719
O: -0.521 -0.549 0.633
C: -1.438 -1.562 0.919
N: 1.549 -0.976 -2.410
H: 2.098 -0.408 1.011
H: 2.567 0.620 -0.524
H: 3.158 -0.907 -0.439
H: 1.088 -2.063 -0.669
H: -0.986 -0.720 -1.436
H: -0.139 0.638 -0.908
H: -2.428 -1.305 0.516
H: -1.506 -1.532 2.003
H: -1.076 -2.570 0.599
H: 0.896 -1.575 -2.909
H: 1.411 -0.036 -2.810
C: -1.490 1.987 3.651
O: -2.124 1.258 2.912
N: -1.020 3.166 3.313
N: -1.214 1.635 4.977
H: -0.798 3.795 4.056
H: -1.263 3.540 2.412
H: -0.881 2.326 5.592
H: -1.757 0.918 5.430
C: 2.423 2.577 -3.415
O: 3.038 2.535 -2.342
N: 1.282 3.273 -3.546
N: 2.729 1.977 -4.616
H: 0.891 3.304 -4.445
H: 1.023 3.865 -2.781
H: 1.948 1.616 -5.073
H: 3.492 1.287 -4.664
C: -1.843 2.838 -0.294
O: -2.252 3.571 -1.261
N: -0.653 3.008 0.364
N: -2.578 1.766 0.036
H: 0.125 3.524 -0.087
H: -0.314 2.350 1.032
H: -3.430 1.883 -0.439
H: -2.564 1.389 0.986
C: 1.160 -4.583 -3.377
O: 0.540 -3.972 -4.253
N: 0.659 -4.882 -2.118
N: 2.450 -4.997 -3.510
H: 1.249 -5.276 -1.424
H: -0.277 -4.520 -1.783
H: 2.858 -4.898 -4.376
H: 2.764 -5.647 -2.830
C: 2.705 -5.241 0.866
O: 3.021 -5.914 -0.121
N: 2.148 -5.868 1.930
N: 2.917 -3.913 0.904
H: 2.037 -5.350 2.721
H: 2.069 -6.875 1.974
H: 3.555 -3.523 0.246
H: 2.609 -3.339 1.666
C: 5.256 -1.437 -3.306
O: 6.423 -1.316 -3.699
N: 4.708 -2.725 -3.198
N: 4.376 -0.466 -3.030
H: 3.745 -2.703 -2.846
H: 5.353 -3.325 -2.705
H: 3.401 -0.646 -2.731
H: 4.756 0.455 -2.993
C: -2.551 -4.257 -2.259
O: -2.208 -4.471 -1.111
N: -3.314 -3.219 -2.742
N: -2.068 -5.057 -3.250
H: -3.287 -2.678 -3.616
H: -3.815 -2.731 -2.046
H: -2.623 -5.197 -4.072
H: -1.488 -5.836 -3.014
C: 1.089 -1.821 3.878
O: 1.644 -2.605 3.100
N: 0.654 -2.229 5.080
N: 1.028 -0.482 3.692
H: 0.466 -3.158 5.374
H: 0.090 -1.571 5.684
H: 1.200 -0.134 2.772
H: 0.115 -0.117 4.022
C: 0.017 -0.651 -5.368
O: 0.042 0.602 -5.285
N: 1.104 -1.424 -5.673
N: -1.139 -1.363 -5.280
H: 1.970 -0.823 -5.654
H: 1.016 -2.288 -5.109
H: -1.265 -2.266 -5.732
H: -1.970 -0.853 -4.873
C: 2.132 2.946 3.457
O: 1.870 2.167 2.566
N: 2.210 2.583 4.813
N: 2.380 4.209 3.154
H: 2.877 3.146 5.333
H: 2.344 1.577 4.812
H: 2.101 4.565 2.243
H: 2.265 4.860 3.927
C: -3.444 1.020 -3.662
O: -3.734 0.010 -4.274
N: -2.242 1.494 -3.251
N: -4.498 1.757 -3.128
H: -1.545 1.114 -3.872
H: -2.318 2.321 -2.642
H: -4.350 2.684 -2.853
H: -5.423 1.527 -3.459

Calculated values
E_LUMO, eV: 0.002
Highest occupied orbital energy, eV: -9.008
HOMO-LUMO gap, Ha: 0.3311
Strongest force on any atom, eV/A: 4.0
Total charge: 0
Energy relative to the best compared isomer or geometry (same formula, charge and spin), eV: 1.072

---

3.
# C23H78N10O16

A cluster of 16 separate species, C23H78N10O16 in total at a distorted geometry (wB97M-V/def2-TZVPD, the OMol25 dataset).

Geometry (Å):
C: 4.902 -3.667 -2.805
C: 3.474 -3.420 -3.281
O: 2.692 -2.705 -2.354
H: 5.369 -4.379 -3.471
H: 4.888 -4.035 -1.779
H: 5.452 -2.657 -2.846
H: 2.968 -4.384 -3.433
H: 3.455 -2.845 -4.263
H: 1.767 -3.019 -2.351
C: -0.695 1.353 3.469
C: -0.394 2.761 3.978
O: 0.361 2.804 5.120
H: 0.240 1.100 2.920
H: -1.469 1.346 2.715
H: -0.922 0.716 4.314
H: -1.294 3.305 4.045
H: 0.156 3.213 3.220
H: -0.259 3.215 5.689
C: 4.727 1.463 -3.791
C: 4.754 0.196 -3.010
O: 3.838 0.306 -1.953
H: 3.773 1.743 -3.970
H: 5.306 1.486 -4.725
H: 5.107 2.328 -3.209
H: 5.797 0.009 -2.593
H: 4.521 -0.647 -3.674
H: 3.895 -0.469 -1.373
C: -4.594 0.060 1.536
C: -4.512 1.270 2.455
O: -3.974 1.054 3.747
H: -4.933 0.239 0.512
H: -5.332 -0.701 1.901
H: -3.611 -0.458 1.447
H: -5.501 1.750 2.493
H: -3.868 1.940 1.920
H: -3.684 1.847 4.191
C: -4.845 3.746 -0.662
C: -4.788 2.408 -1.435
O: -3.548 1.837 -1.113
H: -4.135 4.459 -1.137
H: -4.713 3.759 0.399
H: -5.830 4.169 -0.912
H: -4.860 2.481 -2.495
H: -5.554 1.760 -1.098
H: -3.444 0.987 -1.589
C: 2.348 1.389 1.169
C: 3.049 2.042 2.362
O: 3.767 1.028 3.022
H: 3.041 0.882 0.414
H: 1.723 2.168 0.752
H: 1.633 0.655 1.481
H: 2.385 2.500 3.035
H: 3.622 2.881 1.977
H: 3.179 0.776 3.736
C: 0.293 -0.844 -0.853
C: -0.635 0.035 0.070
O: -0.387 1.350 -0.259
H: 0.459 -1.866 -0.511
H: 1.256 -0.458 -1.053
H: -0.341 -1.053 -1.767
H: -0.443 -0.124 1.117
H: -1.697 -0.127 -0.099
H: -0.654 1.943 0.461
C: 4.506 -1.837 0.443
O: 5.490 -2.015 -0.491
N: 3.256 -2.067 0.223
N: 4.791 -1.418 1.604
H: 2.981 -2.217 -0.772
H: 2.571 -2.161 0.962
H: 5.785 -1.255 1.798
H: 4.108 -0.709 2.005
C: -2.521 -2.153 4.192
O: -1.535 -1.578 3.451
N: -3.704 -1.669 4.121
N: -2.413 -3.268 4.858
H: -3.697 -0.719 3.803
H: -4.555 -2.022 4.643
H: -1.590 -3.952 4.985
H: -3.310 -3.575 5.388
C: 1.841 3.363 -2.119
O: 3.010 3.944 -2.420
N: 1.580 2.100 -1.965
N: 0.730 4.012 -1.941
H: 2.410 1.478 -2.032
H: 0.810 1.715 -1.339
H: 0.715 5.038 -2.101
H: -0.280 3.702 -1.998
C: 1.741 -1.945 3.264
O: 1.386 -2.105 1.976
N: 0.958 -1.645 4.168
N: 2.960 -2.066 3.678
H: 0.031 -1.505 3.690
H: 1.059 -1.944 5.222
H: 3.694 -2.234 2.991
H: 3.253 -1.837 4.634
C: -4.220 -0.258 -3.456
O: -5.474 -0.621 -3.007
N: -3.098 -0.539 -2.818
N: -4.095 0.279 -4.583
H: -3.256 -1.160 -1.989
H: -2.128 -0.355 -3.116
H: -4.999 0.424 -5.016
H: -3.257 0.297 -5.186
C: 1.179 -0.262 -4.430
O: 0.421 0.865 -4.025
H: 1.132 -1.031 -3.665
H: 2.215 0.009 -4.576
H: 0.805 -0.701 -5.360
H: 0.866 1.361 -3.281
C: -2.679 -2.736 0.006
O: -3.682 -2.021 -0.680
H: -2.365 -2.247 0.932
H: -1.760 -2.784 -0.587
H: -3.085 -3.710 0.259
H: -4.509 -2.126 -0.240
C: -1.611 4.271 0.999
O: -0.334 3.747 0.911
H: -2.334 3.499 1.299
H: -1.912 4.640 0.062
H: -1.589 5.163 1.725
H: 0.155 4.375 0.370
C: 0.245 -4.641 -1.649
O: 0.068 -3.668 -2.690
H: -0.708 -5.151 -1.505
H: 0.492 -4.207 -0.642
H: 1.031 -5.407 -1.854
H: -0.858 -3.661 -2.931

Calculated values
E_LUMO, eV: -0.221
Highest occupied orbital energy, eV: -8.069
HOMO-LUMO gap, Ha: 0.2884
Strongest force on any atom, eV/A: 9.5
Total charge: 0
Energy relative to the best compared isomer or geometry (same formula, charge and spin), eV: 1.163